121
Properties=species:S:1:pos:R:3:lowdin_charge:R:1 method="wB97M-V/def2-TZVPD" charge=-2 e_lumo_ev="3.057 / 3.050" relative_energy_kcal_mol=12.3 total_energy_ev=-101256.3317 homo_lumo_gap_ev="4.55 / 2.98"
C -5.824 0.100 -2.629 -0.14
C 3.522 0.030 -2.371 -0.42
C -4.705 -0.582 -3.036 -0.07
H -7.021 0.796 -0.954 0.08
S -1.646 -1.620 2.445 0.85
H -5.223 3.206 -2.416 0.07
H -2.572 3.286 3.322 0.08
H 6.054 2.947 -2.033 0.11
C 3.302 1.580 3.348 -0.06
H -2.165 5.737 -0.291 0.08
C 2.719 -1.885 -3.509 -0.25
H -4.112 4.571 -2.682 0.07
H 0.399 -1.801 3.553 0.10
C 0.853 2.537 -4.918 -0.07
O -0.859 -2.283 1.358 -0.86
H -2.756 -3.932 -4.116 0.07
C 5.570 0.006 7.332 -0.19
H 1.308 2.638 4.766 0.08
H 4.369 2.478 -3.788 0.12
H -3.421 -1.304 0.059 0.08
H -4.461 -3.711 -3.707 0.08
O 5.324 4.196 8.351 -0.40
H 3.084 0.471 -0.431 0.07
H -5.445 -0.150 0.738 0.10
H -2.080 4.133 4.814 0.09
H 3.754 -2.293 -5.372 0.10
C -3.753 -1.162 -2.102 -0.37
H -1.220 -4.387 3.085 0.11
H 5.076 -0.133 -5.288 0.11
H -3.894 -3.966 -1.129 0.08
C -1.867 -3.878 3.800 -0.24
C 5.533 1.989 -2.041 -0.16
H -2.299 -4.386 -1.771 0.08
C 4.121 -0.674 3.207 -0.06
H 0.667 4.719 -0.869 0.12
H 6.234 1.212 -1.728 0.12
C -3.504 -3.188 -3.821 -0.06
H 0.990 4.273 4.147 0.10
H -2.133 -0.910 -3.524 0.03
C 4.340 2.023 -1.105 -0.19
H -3.775 1.362 0.362 0.00
H -2.429 -3.140 -0.541 0.04
N -0.626 2.903 3.983 -0.19
N 5.246 1.145 7.953 0.07
O -0.927 3.428 -0.745 -0.33
C -1.088 5.731 -0.121 -0.07
H -0.707 -0.820 4.508 0.09
O -1.918 3.016 -3.077 -0.30
C -2.230 -1.309 -2.498 -0.17
N 2.768 -1.018 -2.352 0.04
S 4.051 3.549 8.046 0.39
N 2.807 0.242 1.394 -0.06
H -3.561 2.681 -4.223 0.11
C -2.770 -2.914 3.046 -0.32
O -3.379 2.050 0.918 -0.07
C 2.761 1.396 2.112 -0.22
C 4.537 2.002 7.205 -0.40
N 4.149 1.839 5.963 0.13
O 0.421 2.460 -2.543 -0.31
H -0.696 6.734 -0.301 0.07
H -6.479 0.531 -3.380 0.09
C -4.109 -0.949 -0.700 -0.05
H -2.437 -4.632 4.346 0.11
C -5.242 -0.284 -0.321 -0.14
H -4.494 -0.654 -4.096 0.09
H 2.625 -2.919 -3.163 0.10
C -2.921 -3.554 -1.420 -0.06
H -0.169 -3.518 5.130 0.11
H 4.656 2.046 -0.061 0.12
H 3.331 0.143 -5.264 0.12
N -0.251 1.232 2.189 0.14
H 3.604 -1.671 1.394 0.09
H 2.217 2.208 1.636 0.09
C 3.530 -0.751 1.971 -0.19
C -3.302 2.628 -3.165 -0.29
H -1.493 4.687 3.234 0.08
C -0.411 4.735 -1.034 -0.29
H 5.860 1.600 -4.144 0.11
C 4.171 -0.285 -4.693 -0.18
C -4.186 3.538 -2.337 -0.07
N 4.351 0.391 -3.428 -0.06
O 3.316 3.090 9.220 -0.40
H 1.129 1.936 -5.787 0.07
H -0.085 3.052 -5.125 0.07
H 4.809 -2.184 -3.953 0.11
H -3.501 -2.434 3.704 0.10
Cs -0.032 -0.626 -0.345 0.96
H 0.270 3.736 5.681 0.09
C -0.420 2.016 3.020 -0.28
P -1.062 2.279 -1.885 0.81
H 1.804 -1.679 -4.084 0.11
C 5.215 -0.297 6.039 -0.04
H -3.279 -3.328 2.177 0.09
C -0.617 -1.749 3.946 -0.29
H -2.502 2.195 0.541 -0.02
C 0.709 1.656 -3.695 -0.29
N 3.499 0.862 -1.298 0.08
C 3.924 -1.760 -4.433 -0.18
C 5.029 1.669 -3.436 -0.18
O 3.231 4.285 7.092 -0.41
H -3.416 1.589 -2.844 0.08
C 3.994 0.513 3.995 -0.19
H 1.632 3.284 -4.751 0.07
H 5.504 -1.241 5.597 0.08
C -1.758 3.804 3.826 -0.05
H 3.766 2.941 -1.290 0.11
C 4.471 0.675 5.326 -0.26
H -0.594 4.977 -2.083 0.11
H 6.145 -0.708 7.919 0.09
H 3.213 2.527 3.863 0.09
H -0.083 0.912 -3.844 0.11
H 1.629 1.112 -3.485 0.09
C -6.135 0.259 -1.268 -0.13
H -3.594 -2.475 -4.638 0.06
C -1.040 -2.995 4.735 -0.22
C 0.557 3.421 4.679 -0.02
H -3.901 3.494 -1.285 0.06
C -3.052 -2.527 -2.531 -0.52
H 4.652 -1.540 3.582 0.08
H -1.655 -2.696 5.588 0.11
H -0.904 5.474 0.923 0.06

---

113
Properties=species:S:1:pos:R:3:lowdin_charge:R:1 method="wB97M-V/def2-TZVPD" e_lumo_ev=0.090 relative_energy_kcal_mol=63.0 total_energy_ev=-62309.5633 homo_lumo_gap_ev=9.55
H -9.151 -2.126 0.021 0.10
H 8.599 -4.265 -5.993 0.09
H -8.164 0.464 -1.632 0.08
H -5.146 7.888 -5.580 0.09
C 7.101 -4.696 2.946 -0.09
H -5.265 -3.727 3.181 0.09
H -6.091 -4.111 4.737 0.09
C -5.507 4.659 2.604 -0.13
H -0.832 0.729 -1.642 0.08
C -0.651 -7.464 -1.531 -0.03
H 7.230 -3.565 -6.625 0.08
C -4.196 4.640 4.594 -0.08
C -4.824 -5.522 3.886 -0.48
C 1.624 1.814 -0.067 -0.02
N 7.979 -6.201 4.620 0.04
C -5.041 8.611 -4.785 -0.05
N -6.097 10.035 -3.100 0.04
C -3.661 9.775 -3.302 -0.10
C -6.309 3.606 4.507 -0.16
C -8.108 -1.812 -1.699 -0.53
C 8.206 -3.811 4.943 -0.05
H -6.401 -6.105 2.460 0.08
O 10.001 4.977 -2.391 0.03
C -5.205 3.946 5.223 -0.09
H 9.544 -1.981 -4.020 0.07
C -9.382 -2.115 -1.044 -0.03
C 7.342 -5.946 3.447 -0.16
C 1.662 0.254 9.578 -0.45
H -1.894 -2.482 -7.652 0.08
C -2.531 -0.425 -8.222 -0.51
H 7.170 3.527 -2.892 0.08
H 8.509 3.507 -3.869 0.08
H -10.135 -1.469 -1.496 0.08
C -3.768 8.953 -4.352 -0.12
H -7.173 8.972 -4.414 0.09
H 7.372 6.417 -1.487 0.08
H -4.345 -3.546 4.669 0.09
H 8.730 -2.551 -6.572 0.09
H -5.106 3.528 6.214 0.10
H 7.623 5.109 -0.505 0.07
C -4.365 4.976 3.275 -0.10
C 8.764 4.923 -2.268 -0.44
C -5.934 -6.438 3.387 -0.03
H 9.026 -3.394 -3.072 0.08
H -9.634 -3.141 -1.312 0.09
C 7.904 4.218 -3.307 -0.03
H -2.941 8.488 -4.868 0.11
H 6.894 -6.782 2.931 0.10
H -1.949 1.118 -6.910 0.07
C 7.456 -3.644 3.764 -0.10
H -2.458 -1.444 -6.378 0.08
H -3.291 4.889 5.129 0.11
H 2.173 2.635 0.393 0.08
H 2.942 0.533 7.881 0.09
H 0.186 -0.689 10.875 0.08
C -5.146 -4.111 4.194 -0.03
O 6.451 -2.945 -4.412 0.06
H 7.530 4.921 -4.052 0.09
C -1.874 -1.451 -7.299 -0.02
H 0.195 -4.885 -1.564 0.08
C 0.409 -6.778 -0.737 -0.51
H -1.978 1.585 -8.630 0.09
H -7.275 -0.157 -3.001 0.07
H -0.740 -5.099 -0.106 0.07
C 0.448 2.257 -1.028 -0.43
H 1.974 -1.147 11.129 0.08
H -2.672 9.891 -2.883 0.10
H -1.362 -6.709 -1.866 0.07
H 1.336 1.155 0.752 0.06
O 0.902 1.151 9.123 0.02
H 3.266 -0.910 8.715 0.08
H -0.833 -1.258 -7.041 0.08
H -5.514 -7.425 3.193 0.08
H -3.564 5.565 2.852 0.10
H 8.319 -1.929 -2.775 0.07
H -4.675 10.882 -1.744 0.09
H -7.083 3.017 4.976 0.10
C 8.118 -3.289 -6.055 -0.03
C 1.161 -0.912 10.442 -0.02
C 8.508 -5.168 5.304 -0.13
C 7.639 -2.964 -4.676 -0.48
C 8.683 -2.515 -3.618 -0.02
H 1.063 -1.805 9.825 0.08
H 8.685 -2.929 5.343 0.09
H 9.028 -5.396 6.222 0.09
H -0.358 -8.034 -2.412 0.09
H 7.219 -2.650 3.414 0.10
H 3.675 0.599 9.576 0.09
H 2.255 1.101 -0.598 0.07
O -3.692 -6.014 4.042 0.03
C 2.973 0.125 8.891 -0.04
H -5.736 4.854 1.567 0.10
O 1.402 -7.346 -0.461 0.09
O 0.591 3.196 -1.830 0.02
C 0.251 -5.243 -0.536 -0.02
H -3.513 1.436 -7.809 0.09
H 8.784 6.386 -0.451 0.08
H 0.994 -4.638 -0.016 0.08
H -1.173 1.162 0.023 0.08
H -1.289 -8.102 -0.919 0.09
C -6.162 9.225 -4.130 -0.17
H -8.919 -0.421 -2.989 0.08
H -6.783 -6.646 4.039 0.08
O -7.280 -2.646 -1.927 0.08
C -2.500 1.035 -7.847 -0.03
C -4.810 10.339 -2.667 -0.09
C -8.075 -0.393 -2.299 -0.03
O -3.007 -0.631 -9.292 0.08
C 8.192 5.787 -1.142 -0.03
C -0.902 1.570 -0.951 -0.03
H -1.639 2.252 -1.375 0.08
H 6.547 -4.650 2.020 0.10
N -6.522 3.964 3.218 0.06

---

122
Properties=species:S:1:pos:R:3:lowdin_charge:R:1 method="wB97M-V/def2-TZVPD" charge=-1 e_lumo_ev=2.128 total_energy_ev=-99969.8563 homo_lumo_gap_ev=7.23
H -2.047 -2.509 -2.380 0.09
H -0.907 -2.121 -3.778 0.11
O -5.672 -4.457 -4.216 -0.21
C -4.249 3.924 1.956 -0.09
O 2.860 0.845 2.262 -0.22
H 4.685 -0.559 -1.039 0.12
C 6.828 4.232 -1.112 -0.38
O -4.414 -1.916 -5.501 -0.14
C 7.369 3.355 1.360 -0.04
H -2.978 -1.880 8.580 0.12
O -1.378 -1.519 4.940 -0.21
C -1.558 -2.538 3.976 -0.10
O 5.209 1.534 -1.470 -0.11
C 0.180 -2.585 -1.768 -0.48
H -5.442 -6.451 -3.858 0.09
H -1.960 -2.123 7.168 0.12
B 2.790 0.820 -0.764 -0.81
H 1.742 1.316 -3.310 0.10
C 5.827 1.763 -0.224 -0.11
H -2.285 -0.165 -2.523 0.10
H 0.138 3.654 0.042 0.13
C 1.364 -4.585 -0.017 -0.55
H 2.630 0.414 3.114 0.06
H -4.192 -3.931 -6.002 0.12
C -2.518 3.776 -0.183 -0.16
H 0.213 -1.928 -0.817 0.07
C -2.434 -0.562 4.911 -0.19
H 7.852 2.577 3.543 0.08
H 3.186 -4.864 2.736 0.14
H -0.237 1.879 0.314 0.12
H 7.046 5.210 -0.528 0.12
C -5.591 -2.086 -4.709 -0.17
C -2.278 -1.382 7.904 -0.18
C 5.826 0.781 0.989 0.03
H -5.161 6.082 2.355 0.08
N 2.654 -4.734 -0.619 0.01
H 1.337 -0.278 9.460 0.08
P 2.391 -0.109 0.915 0.78
C -5.441 -3.171 -3.647 -0.19
C -3.654 6.117 0.549 -0.08
H 4.576 4.703 -1.433 0.08
C -1.188 -0.450 -2.283 -0.20
H 8.542 4.975 -2.477 0.07
H -0.805 -1.630 9.457 0.12
H -4.837 3.449 2.813 0.08
H -3.762 7.235 0.340 0.08
H -7.510 -2.019 -8.330 0.09
C 4.261 0.429 -1.445 -0.08
O 1.852 0.089 -1.674 -0.09
C -1.581 2.881 -1.157 -0.19
C 7.332 2.359 2.556 -0.06
C 6.639 3.097 -0.010 -0.08
O 3.013 -1.544 0.950 -0.39
C -0.263 0.531 -3.159 -0.12
H -1.040 -0.232 -1.167 0.11
H 5.537 -0.743 3.199 0.07
H -1.413 0.045 9.271 0.13
C 5.540 4.535 -2.015 -0.10
C 2.732 -4.794 1.685 -0.09
O 2.338 2.224 -0.885 -0.08
H 6.229 0.452 4.483 0.07
C -3.294 3.120 1.008 -0.03
H -3.401 -1.072 4.832 0.13
H -5.223 -1.804 -7.960 0.13
H -5.697 -5.460 -2.403 0.09
O -3.031 -0.336 7.289 -0.14
C -2.408 0.297 6.169 -0.17
H 8.084 3.128 -2.729 0.08
C -2.710 5.302 -0.385 -0.03
H -5.732 -1.130 -4.196 0.13
H -0.707 -3.218 4.034 0.09
H 7.957 4.331 1.496 0.09
H -8.262 -3.605 -8.078 0.09
N 3.479 -4.846 0.464 -0.02
H -4.434 -3.126 -3.213 0.12
H 5.466 3.678 -2.786 0.08
H -1.399 0.632 6.416 0.12
C -7.332 -3.099 -8.343 -0.11
H -4.119 -5.431 -3.261 0.09
H -3.207 1.996 1.253 0.09
C 6.549 1.040 2.339 -0.21
H 0.088 -0.081 -4.073 0.12
H -4.643 -3.404 -8.513 0.12
H -0.843 1.422 -3.589 0.10
O -6.350 -3.447 -7.387 -0.21
H -1.603 -2.112 2.968 0.09
O 1.329 -4.604 1.393 -0.05
O 0.682 -0.371 1.111 -0.24
H 9.020 3.719 -1.234 0.07
O 0.009 -0.587 7.898 -0.21
C -4.167 -2.942 -6.464 -0.17
C 1.061 1.030 -2.414 -0.34
C 1.050 2.396 -1.546 -0.67
H -3.142 -2.774 -6.807 0.13
H -2.470 -3.106 4.188 0.09
H -2.283 0.074 4.031 0.12
H -6.469 -2.246 -5.336 0.12
C -4.453 5.438 1.713 -0.10
C -0.128 2.669 -0.502 -0.15
H 1.146 -2.365 -2.333 0.10
C -5.206 -5.499 -3.380 -0.11
H -1.566 3.304 -2.220 0.07
C -5.088 -2.853 -7.676 -0.20
H 0.593 -0.981 1.882 0.05
H -2.141 1.870 -1.236 0.10
H -6.186 -3.017 -2.857 0.13
C -1.047 -2.009 -2.651 -0.23
H 1.815 0.360 7.870 0.09
C -1.109 -0.863 8.734 -0.20
H 7.340 -0.785 3.525 0.07
C 8.182 3.989 -1.988 -0.10
H 5.271 -0.228 0.913 0.08
H -7.027 -3.420 -9.345 0.08
C 6.434 -0.081 3.497 -0.10
H -3.005 1.193 5.977 0.13
H -2.128 5.784 -1.256 0.10
S -0.036 -4.349 -1.233 0.84
H 0.553 1.195 8.794 0.09
H 5.791 5.475 -2.645 0.08
C 0.976 0.215 8.551 -0.11
H 4.003 0.210 -2.553 0.14
I 1.247 3.966 -3.084 0.84

---

117
Properties=species:S:1:pos:R:3:lowdin_charge:R:1 method="wB97M-V/def2-TZVPD" e_lumo_ev=0.379 total_energy_ev=-129269.7237 homo_lumo_gap_ev=8.43
H -1.638 -5.192 -1.989 0.09
C 0.949 2.534 -5.491 -0.07
H 0.149 -1.113 -4.140 0.08
H 2.295 3.541 0.393 0.07
H 4.983 1.109 1.246 0.09
H 0.506 6.149 -3.487 0.11
H 1.491 -3.174 3.290 -0.02
H -4.779 -2.064 5.885 0.01
C 0.205 2.463 -1.992 -0.08
H 1.564 5.374 -4.509 0.12
H 2.525 0.109 3.121 0.00
H 2.442 -4.061 0.417 0.05
H 0.765 4.523 -1.952 0.11
H -0.858 -1.311 -1.224 0.11
H 0.807 2.291 -1.128 0.04
C -4.476 -1.668 -2.001 -0.08
H 1.647 2.114 -4.769 0.06
C -1.289 -4.182 -1.686 -0.07
C -0.155 -1.340 -2.072 -0.28
H 3.480 2.156 -1.116 0.06
H 0.120 5.600 -6.415 0.07
Cl -0.239 -4.676 2.722 0.54
H 5.612 3.937 2.221 0.12
H 1.471 3.183 -6.195 0.06
C -3.653 0.551 -2.131 -0.29
H -4.738 -2.620 -2.482 0.11
H 0.677 -4.501 -2.718 0.11
H -5.137 -8.097 2.437 0.12
H 5.413 2.618 0.412 0.10
H 0.283 2.773 1.378 0.09
H 3.164 3.726 4.159 0.07
C 0.177 1.869 1.943 -0.06
C -4.520 -1.044 5.688 -1.05
C 3.431 -0.454 3.338 -0.96
C -4.303 -6.325 3.225 -0.09
H 0.214 1.542 -2.543 0.04
Cl 3.714 -1.667 2.073 0.54
H 4.743 4.378 4.591 0.07
H 3.249 5.706 -0.309 0.08
C 0.340 0.804 4.128 -0.10
H -3.373 -3.543 1.485 0.09
C 1.206 -4.184 3.624 -1.05
C -0.210 6.061 -5.488 -0.10
H -0.740 0.659 0.378 0.11
H -0.784 2.608 -1.617 0.07
Cl 3.223 -1.284 4.917 0.51
H 4.707 5.433 0.674 0.08
C 0.728 3.699 -2.676 -0.26
H -0.892 2.413 -4.313 0.08
C -0.097 -3.746 -2.558 -0.22
H 1.170 -4.832 -0.504 0.07
C -4.650 -6.610 0.901 -0.30
H 0.514 1.666 -6.041 0.08
C 3.122 3.958 0.914 -0.27
C 4.588 2.008 0.764 -0.25
H -4.135 -0.239 1.038 0.09
H -4.016 -0.604 -3.854 0.12
H -1.039 -4.239 -0.621 0.06
C -0.364 0.694 1.404 -0.01
C -4.722 -7.129 2.169 -0.01
N 0.633 -2.542 -2.095 -0.19
H 0.892 2.806 3.781 0.09
C 3.920 4.931 0.087 -0.08
H -2.128 -3.553 -1.844 0.03
H 0.511 -2.522 0.002 0.10
H -0.271 -1.266 4.194 0.12
H 3.825 5.213 3.395 0.07
F -1.011 -1.534 1.766 0.01
C 0.520 1.915 3.294 -0.09
H -1.303 6.080 -5.423 0.09
H -3.332 1.590 -0.287 0.12
C -0.668 -0.948 -3.457 -0.07
H 2.626 4.559 1.706 0.11
H -1.493 -1.570 -3.772 0.05
H -0.475 -3.490 -3.547 0.10
C 3.654 1.420 -0.315 -0.08
H 1.804 3.553 -2.975 0.12
C -0.493 -0.364 2.238 -0.29
H 2.707 1.122 0.128 0.06
F -5.226 -7.339 -0.079 0.05
F -3.164 1.593 -2.863 0.04
H 0.541 0.941 5.184 0.11
N -0.042 4.168 -3.819 -0.20
C 0.474 5.429 -4.316 -0.30
C -3.725 -4.561 1.679 -0.07
H 2.680 -4.282 -1.285 0.08
H 4.383 4.388 -0.775 0.08
H 4.368 0.106 3.462 0.02
H 5.241 2.496 3.203 0.12
H -1.022 0.092 -3.518 0.05
H 1.969 -1.846 -0.719 0.11
C -3.635 0.686 -0.775 -0.03
Cl 2.527 -5.340 3.430 0.51
C 1.928 -4.043 -0.551 -0.09
H 4.140 0.531 -0.765 0.08
C -3.822 -5.063 3.000 -0.12
C 4.067 4.209 3.762 -0.09
H -0.967 3.603 -5.607 0.12
H -4.391 -6.706 4.255 0.12
C 4.741 3.373 2.694 -0.28
N 3.846 2.912 1.649 -0.19
C -0.302 3.169 -4.829 -0.25
H -5.437 -0.467 5.555 0.03
H -3.646 -4.382 3.812 0.08
H 0.212 7.065 -5.547 0.08
H -4.903 -2.322 0.038 0.09
H 0.547 -0.536 -1.788 0.10
Cl -3.753 -0.435 7.195 0.48
H 0.988 -4.224 4.705 0.03
Cl -3.526 -0.973 4.288 0.59
H -4.189 -5.017 -0.430 0.11
C -4.084 -0.369 -0.019 -0.07
C -4.518 -1.558 -0.621 -0.08
C -0.154 -0.366 3.583 -0.06
C 1.272 -2.717 -0.801 -0.28
C -4.062 -0.587 -2.777 -0.02
C -4.143 -5.377 0.600 -0.01